{"formula": "C20H53Ag2N4O7", "method": "ωB97M-V with the def2-TZVPD basis set", "elements": ["Ag", "Ag", "C", "C", "O", "O", "H", "H", "H", "C", "C", "C", "O", "C", "N", "H", "H", "H", "H", "H", "H", "H", "H", "H", "H", "H", "C", "C", "C", "O", "C", "N", "H", "H", "H", "H", "H", "H", "H", "H", "H", "H", "H", "C", "C", "C", "O", "C", "N", "H", "H", "H", "H", "H", "H", "H", "H", "H", "H", "H", "C", "C", "C", "O", "C", "N", "H", "H", "H", "H", "H", "H", "H", "H", "H", "H", "H", "C", "C", "O", "H", "H", "H", "H", "H", "H"], "positions_angstrom": [[-1.23561, 2.62772, -1.55104], [-3.31603, -0.07586, -0.76401], [1.26653, -0.28078, 0.84507], [0.00883, 0.46466, 0.25446], [0.12190, 1.70155, 0.07532], [-0.99976, -0.16693, -0.11075], [1.54129, 0.01424, 1.85778], [2.16851, -0.34586, 0.23655], [1.05271, -1.34443, 0.95021], [-2.71752, -4.63266, -0.68277], [-2.17347, -3.28900, -1.09999], [-1.49811, -3.32220, -2.53930], [-2.42270, -3.52688, -3.61468], [-2.20358, -4.74555, -4.34276], [-3.31496, -2.42640, -1.26027], [-3.47424, -4.88480, -1.42568], [-2.99008, -4.58758, 0.37164], [-1.88356, -5.33451, -0.68267], [-1.44665, -2.79924, -0.45195], [-0.73394, -4.09327, -2.44144], [-0.92473, -2.42593, -2.77599], [-2.74170, -4.47665, -5.25172], [-2.56774, -5.70031, -3.96337], [-1.13165, -4.83246, -4.52023], [-4.15392, -2.95447, -1.06688], [-3.20114, -2.42828, -2.26383], [2.18971, -1.68283, -2.66091], [3.66090, -1.99583, -2.78401], [4.48849, -1.17707, -1.78245], [4.53775, 0.21733, -2.15753], [4.97671, 1.07248, -1.11971], [4.06874, -3.37368, -2.59358], [1.95444, -0.70099, -3.07167], [1.89571, -1.63380, -1.61246], [1.45951, -2.40262, -3.03080], [4.07843, -1.72265, -3.75311], [5.46162, -1.66672, -1.74578], [3.96236, -1.42085, -0.85948], [4.67472, 0.75352, -0.12214], [4.86486, 2.15421, -1.19359], [6.06301, 0.99556, -1.16577], [5.06382, -3.52450, -2.67838], [3.89117, -3.59348, -1.62391], [-3.84768, 0.49415, 3.61511], [-3.07860, -0.17932, 2.43870], [-2.16224, -1.40510, 2.82183], [-1.11157, -1.09051, 3.77868], [-0.50274, -2.28413, 4.25361], [-4.07416, -0.45492, 1.34448], [-4.22314, 1.44969, 3.24897], [-3.30199, 0.68683, 4.53880], [-4.74556, -0.05880, 3.89105], [-2.41955, 0.56043, 1.98426], [-1.84132, -1.85539, 1.88249], [-2.83995, -2.03601, 3.39692], [-1.15014, -3.15912, 4.31146], [-0.05185, -2.04644, 5.21710], [0.31850, -2.50144, 3.57064], [-4.46182, -1.28979, 1.76020], [-4.80583, 0.23885, 1.40311], [1.20289, 6.00996, 0.29499], [0.42771, 5.11674, -0.78076], [1.52113, 4.15721, -1.31411], [0.82456, 3.29987, -2.18914], [1.67312, 2.58331, -2.96001], [-0.58256, 4.33788, -0.10273], [0.49700, 6.81481, 0.49998], [2.09140, 6.40213, -0.19985], [1.46344, 5.47956, 1.21090], [-0.00275, 5.66042, -1.62171], [1.95626, 3.52101, -0.54339], [2.30945, 4.60988, -1.91555], [2.00955, 3.22849, -3.77160], [1.17078, 1.72043, -3.39727], [2.50803, 2.14935, -2.40982], [-1.39895, 4.91072, 0.05691], [-0.28911, 4.02298, 0.81096], [0.28747, 3.61983, 3.96412], [-0.59807, 2.39610, 3.75619], [0.17215, 1.26376, 3.93409], [-0.26568, 4.55308, 3.85848], [1.20471, 3.66632, 3.37710], [0.59760, 3.60609, 5.00898], [-1.23057, 2.44870, 2.87003], [-1.30219, 2.47511, 4.58449], [-0.26838, 0.44504, 3.69486]], "forces_ev_per_angstrom": [[0.077, -0.109, 0.980], [0.144, -0.993, 0.077], [-0.597, -0.621, 0.350], [0.283, -2.575, -0.257], [0.658, 1.678, 0.050], [0.630, 0.242, 0.124], [-0.141, 0.648, -0.120], [-0.166, 1.062, -0.353], [-0.816, -0.019, -0.041], [1.956, 0.002, 0.285], [0.957, -0.001, -1.091], [0.308, -0.882, 0.823], [0.811, -0.506, 1.896], [-0.081, 0.936, -1.112], [-0.275, 1.576, -0.898], [-0.171, -0.476, 0.509], [-0.815, -0.062, -0.219], [-0.215, -0.457, -0.272], [0.171, -0.467, 0.406], [-0.042, -0.447, -0.477], [-0.264, 0.577, 0.273], [0.285, -0.759, -0.311], [-0.296, 0.344, 0.664], [-0.018, -0.129, -0.299], [-0.317, 0.261, 0.048], [-2.027, 0.778, -0.587], [-0.937, -0.134, 0.830], [-0.652, -0.635, -3.078], [1.009, 1.161, 0.683], [-1.777, -2.020, -0.450], [2.354, -0.348, 1.104], [0.295, 2.706, 2.217], [0.305, -0.127, -0.175], [0.215, 0.124, 0.299], [0.530, -0.177, -0.686], [-0.189, 0.292, -0.313], [0.539, 0.670, 0.216], [0.193, 0.763, 0.611], [-0.316, -0.079, -0.033], [-1.100, -0.223, -0.903], [0.286, -0.056, 0.512], [0.572, -0.597, -1.286], [-1.094, -1.507, 0.360], [0.144, -0.184, -0.439], [1.017, 1.751, 0.800], [-1.659, 0.950, 0.878], [-1.717, -0.006, -1.594], [1.165, 0.280, -0.066], [0.952, -0.702, 1.336], [0.075, 0.189, 0.050], [0.331, -0.161, -0.244], [0.062, -0.378, -0.015], [0.293, 0.258, 0.327], [0.474, -0.281, 0.148], [-0.038, -0.727, -0.378], [-0.292, 0.279, 0.103], [-0.244, -0.137, 0.038], [0.136, -0.406, -0.056], [-0.956, -0.619, -0.942], [-0.234, 0.142, 0.424], [-1.496, 0.263, -1.423], [3.252, -0.286, 1.112], [-1.253, 0.072, -0.195], [-1.447, 0.357, 0.656], [1.308, -1.524, -2.062], [-1.051, 0.203, -0.292], [0.437, 0.253, 0.423], [-0.026, 0.121, 0.207], [-0.076, -0.168, -0.179], [0.015, 0.197, 0.273], [0.153, 0.268, 0.395], [-0.021, 0.642, 0.375], [0.490, -0.243, -0.175], [-0.307, 0.099, -0.147], [0.265, 0.238, 0.204], [-0.441, 0.162, 0.000], [0.305, -0.550, 0.204], [-0.035, 0.136, 0.286], [-0.311, 1.265, 1.270], [1.294, -0.298, -0.751], [-0.131, 0.015, -0.199], [-0.059, -0.209, -0.292], [0.177, -0.031, -0.031], [0.225, -0.255, -0.710], [-0.484, -0.110, 0.075], [-0.563, -0.281, 0.250]], "orbital_gap_ev": [6.614, 3.141], "s2": 2.020, "charge": 3, "multiplicity": 3, "homo_energy_ev": [-16.12, -16.11], "e_lumo_ev": [-9.50, -12.97]}


{"formula": "C20H53N3O11Sr", "method": "ωB97M-V with the def2-TZVPD basis set", "elements": ["Sr", "C", "O", "O", "O", "C", "O", "C", "C", "N", "C", "C", "O", "C", "H", "H", "H", "H", "H", "H", "H", "H", "H", "H", "H", "H", "H", "H", "H", "C", "O", "C", "C", "N", "C", "C", "O", "C", "H", "H", "H", "H", "H", "H", "H", "H", "H", "H", "H", "H", "H", "H", "H", "C", "O", "H", "H", "H", "H", "C", "O", "H", "H", "H", "H", "C", "O", "H", "H", "H", "H", "C", "C", "C", "O", "C", "N", "H", "H", "H", "H", "H", "H", "H", "H", "H", "H", "H"], "positions_angstrom": [[3.01219, -1.22027, 1.67624], [1.08378, 0.97173, 0.87222], [0.04164, 1.68479, 0.74303], [1.21922, -0.10599, 0.17789], [1.99596, 1.03641, 1.79020], [4.62112, -2.68826, -1.28477], [3.54596, -2.74697, -0.36918], [2.64288, -3.85005, -0.59753], [1.31934, -3.46443, 0.07862], [1.56549, -3.39760, 1.53002], [0.39512, -2.82986, 2.21940], [0.66390, -2.68645, 3.70285], [1.65717, -1.66321, 3.85231], [1.63267, -1.01812, 5.14118], [5.41506, -2.08216, -0.83785], [4.33202, -2.24040, -2.23522], [5.14619, -3.62914, -1.47893], [3.14005, -4.69836, -0.12214], [2.41294, -4.01748, -1.65113], [0.51937, -4.17664, -0.14559], [0.99031, -2.48870, -0.28808], [1.72172, -4.35282, 1.83826], [-0.53463, -3.37714, 2.03458], [0.22566, -1.82815, 1.81377], [0.99761, -3.61872, 4.17225], [-0.29143, -2.46248, 4.18439], [1.80356, -1.78590, 5.90186], [0.66644, -0.54273, 5.29121], [2.46278, -0.31897, 5.14247], [0.15118, -2.85307, -3.72252], [1.31332, -2.18555, -4.17359], [1.75624, -1.15486, -3.31708], [0.77829, 0.02975, -3.21576], [1.48706, 1.12116, -2.53958], [0.74889, 2.37895, -2.68672], [1.45685, 3.49217, -1.91487], [1.32871, 4.77440, -2.53605], [-0.01323, 5.22693, -2.50107], [0.30594, -3.27938, -2.72709], [-0.07303, -3.69822, -4.37951], [-0.69766, -2.17963, -3.87576], [2.69338, -0.78553, -3.74175], [2.07263, -1.54190, -2.33688], [-0.05285, -0.31622, -2.58589], [0.42666, 0.26773, -4.21852], [1.45183, 0.80425, -1.57227], [-0.23219, 2.25537, -2.20048], [0.64690, 2.62959, -3.74023], [2.52813, 3.25945, -1.91233], [1.23746, 3.60590, -0.84734], [-0.72655, 4.50227, -2.89735], [-0.04864, 6.16013, -3.06130], [-0.30404, 5.46526, -1.47089], [-2.56856, 0.99120, 2.88338], [-1.50144, 0.10557, 2.54834], [-2.27261, 2.03998, 2.86255], [-3.43063, 0.85282, 2.22478], [-2.88060, 0.70992, 3.89047], [-0.91846, 0.61366, 1.93968], [-2.12683, 4.12933, 0.52051], [-0.96393, 4.15598, 1.32685], [-2.84259, 3.34070, 0.78741], [-2.68937, 5.06382, 0.53817], [-1.84165, 3.92780, -0.52082], [-0.50915, 3.31425, 1.08253], [0.43853, 2.31577, 4.44254], [1.83011, 2.20216, 4.22556], [0.02075, 2.96538, 3.66733], [-0.13408, 1.37807, 4.36651], [0.21450, 2.65956, 5.45288], [1.93299, 1.86846, 3.30455], [-4.00138, -1.56358, -0.14816], [-2.75355, -1.03204, -0.85954], [-2.79607, 0.49157, -0.98657], [-3.83939, 0.99173, -1.80941], [-3.69365, 0.68705, -3.18216], [-1.54976, -1.49493, -0.16241], [-4.19906, -1.03848, 0.78667], [-3.82361, -2.60400, 0.14032], [-4.83192, -1.55434, -0.85270], [-2.69945, -1.45952, -1.86424], [-1.82362, 0.82864, -1.37716], [-2.87387, 0.93121, 0.00754], [-4.58380, 1.07992, -3.67216], [-3.60214, -0.37818, -3.38491], [-2.84003, 1.22424, -3.61265], [-1.68215, -1.30281, 0.83279], [-0.80288, -0.82174, -0.37595]], "forces_ev_per_angstrom": [[-1.197, 1.334, -0.489], [-0.760, -1.282, 0.788], [1.117, 0.036, 0.316], [0.254, -1.489, -1.396], [0.558, 1.206, 0.846], [1.088, 0.376, -0.146], [-0.063, -0.223, -0.281], [-0.747, 0.679, 0.544], [0.814, -0.476, -0.001], [-0.481, 0.151, -0.227], [0.053, -0.021, 0.369], [-0.253, -0.033, -0.291], [-0.259, -0.215, 0.106], [0.278, -0.756, -0.295], [-0.260, 0.297, -0.016], [-0.173, -0.035, 0.006], [-0.609, -0.361, 0.139], [-0.354, -0.415, -0.277], [0.555, 0.050, -0.144], [0.069, -0.034, -0.156], [0.026, 0.012, 0.061], [0.037, 0.107, 0.239], [0.104, -0.169, -0.004], [-0.058, 0.004, -0.006], [0.268, -0.051, -0.106], [0.176, 0.607, 0.115], [-0.061, 0.105, 0.117], [0.100, 0.228, 0.004], [-0.262, 0.308, 0.094], [0.015, 0.043, -0.853], [0.222, -0.603, -0.070], [0.371, 0.507, -0.456], [0.800, -0.971, 0.900], [-0.322, -0.264, -0.825], [-0.264, -0.281, 1.769], [1.240, 0.635, -0.331], [-0.317, -0.463, -0.135], [0.344, 0.461, 0.488], [-0.440, 0.441, 0.272], [0.445, 0.039, -0.140], [-0.199, -0.126, 0.882], [-0.137, 0.071, -0.265], [-0.563, -0.014, 0.223], [-0.387, 0.208, -0.300], [0.034, 0.251, -0.014], [0.194, 0.457, 0.224], [-0.276, 0.071, -0.550], [0.055, 0.112, -0.030], [-0.025, 0.115, -0.324], [-0.715, -0.404, -0.092], [0.017, -0.013, -0.194], [-0.078, -0.114, -0.182], [-0.050, -0.123, 0.046], [-0.063, -0.523, 0.328], [0.236, 0.422, -0.380], [0.136, 0.001, 0.013], [0.019, 0.019, -0.111], [-0.106, 0.239, 0.048], [-0.206, -0.122, 0.093], [-0.025, -0.298, -0.571], [-0.395, -0.354, -0.282], [0.114, -0.063, 0.244], [0.345, 0.178, 0.235], [-0.177, 0.105, -0.027], [0.140, 0.364, 0.488], [-0.438, -0.134, -0.437], [0.038, -0.499, 0.298], [-0.260, 0.265, 0.354], [0.411, -0.225, -0.198], [0.335, 0.464, -0.085], [-0.096, 0.184, 0.097], [0.565, -0.584, -0.452], [-0.366, -0.184, 0.227], [0.629, -0.066, -0.404], [-0.112, -0.308, 0.313], [-0.069, 0.666, 0.125], [0.322, 0.728, 0.276], [-0.192, 0.316, -0.187], [-0.023, -0.047, -0.159], [-0.292, 0.238, 0.380], [-0.147, -0.062, -0.028], [-0.035, 0.034, -0.040], [-0.304, 0.133, -0.030], [-0.053, -0.155, -0.017], [-0.010, -0.122, -0.020], [0.183, -0.155, 0.054], [-0.175, -0.078, -0.041], [0.148, -0.351, -0.056]], "orbital_gap_ev": 6.973, "charge": 0, "homo_energy_ev": -8.17, "e_lumo_ev": -1.20}


| no. | molecular weight (u) | electronic energy (eV) |
| --- | --- | --- |
| 1 | 677.4 | -49856.7767 |
| 2 | 599.3 | -49427.3343 |